Here is a molecular structure, C27H49Cl18NNbO2 from OMol25. Energies are from ωB97M-V/def2-TZVPD.

Its LUMO energy is 1.244 eV.

Structure (ORCA input):
```
! wB97M-V def2-TZVPD RIJCOSX def2/J DEFGRID3
* xyz -1 1
C 0.63940 3.85494 -1.17735
C 0.14282 4.76558 -2.14231
Nb -0.96111 5.89192 -3.83618
C -2.05160 7.13235 -5.45952
O -1.14390 7.58104 -6.52706
C -0.35658 8.76090 -6.13547
C 0.80512 9.28040 -7.21398
O -0.47253 9.45850 -5.00266
N -0.73311 4.18476 -5.12528
C 0.50699 4.12489 -5.71166
C 0.55679 4.01418 -7.37817
C 1.95598 4.10171 -4.94512
C -3.01370 5.17414 -3.14698
Cl -4.17633 4.44305 -4.44153
C -3.54347 5.25098 -1.75850
C -2.64116 5.87868 -0.53868
Cl -5.27054 4.66322 -1.28005
H 1.17024 3.13754 -0.41938
H 0.63951 6.61838 -4.39766
H -1.10676 7.37159 -2.74819
H -2.88315 6.45362 -5.97680
H -2.65850 8.03233 -4.96282
H 1.17279 8.36695 -7.84628
H 0.29489 10.07434 -7.91874
H 1.70567 9.79470 -6.63740
H 1.69226 3.88227 -7.72067
H 0.04704 2.96670 -7.63648
H 0.02542 4.91958 -7.90652
H 2.16239 5.01119 -4.23827
H 2.87677 4.02606 -5.68863
H 1.98108 3.11221 -4.28970
H -1.99778 6.81194 -0.82941
H -1.93089 4.99822 -0.16709
H -3.29493 6.20974 0.40124
Cl 0.01001 0.36634 -2.05453
C 0.46896 -0.75144 -0.74550
C 0.43847 -0.08177 0.61931
Cl 1.72459 1.13819 0.79936
H 1.46027 -1.15431 -0.97471
H -0.24766 -1.57741 -0.76933
H 0.59874 -0.82763 1.40297
H -0.52203 0.40804 0.80673
Cl 0.39625 -2.49229 4.92980
C -1.18606 -3.07486 4.35487
C -1.06935 -3.88513 3.07349
Cl -0.59430 -2.87898 1.68180
H -1.84072 -2.20761 4.22511
H -1.60176 -3.69860 5.15141
H -2.03714 -4.33020 2.82570
H -0.33826 -4.69338 3.17273
Cl -3.24185 -5.85392 4.28194
C -4.82416 -6.43649 3.70701
C -4.70744 -7.24676 2.42563
Cl -4.23240 -6.24062 1.03394
H -5.47882 -5.56924 3.57725
H -5.23985 -7.06023 4.50355
H -5.67524 -7.69183 2.17784
H -3.97636 -8.05501 2.52487
Cl 3.84359 -3.35704 -2.41909
C 3.35269 -2.71017 -4.00473
C 1.90217 -2.25417 -4.01546
Cl 0.76610 -3.62031 -3.88197
H 3.53830 -3.48144 -4.75854
H 4.00963 -1.86188 -4.21721
H 1.67849 -1.74848 -4.95905
H 1.69241 -1.55770 -3.19782
Cl -3.25467 -5.91377 8.52385
C -2.72374 -7.57887 8.86910
C -2.63336 -8.42618 7.60975
Cl -4.23617 -8.76011 6.90668
H -3.41605 -8.01207 9.59751
H -1.73841 -7.50564 9.33823
H -2.18367 -9.39495 7.84504
H -2.02038 -7.94365 6.84226
Cl 5.09539 -2.12944 2.65612
C 3.72120 -2.26317 1.53033
C 3.01371 -3.60432 1.64361
Cl 4.02134 -4.94906 1.05101
H 4.09436 -2.08870 0.51650
H 3.02742 -1.45562 1.78103
H 2.10541 -3.59803 1.03445
H 2.72900 -3.82396 2.67720
Cl 0.42206 5.59847 0.97956
C 0.37962 7.14927 1.85526
C -0.47772 7.07816 3.10905
Cl -2.20954 6.89758 2.73091
H 0.02144 7.91940 1.16523
H 1.41226 7.38822 2.12525
H -0.37457 8.00349 3.68284
H -0.18245 6.24374 3.75261
Cl 3.58897 -6.36219 4.73933
C 4.89236 -7.46071 4.22157
C 4.35451 -8.71563 3.55226
Cl 3.50236 -9.77851 4.70071
H 5.50221 -7.70110 5.09784
H 5.51502 -6.90236 3.51669
H 5.18118 -9.29845 3.13629
H 3.66453 -8.47410 2.73789
*
```